Model a:
Below is 3 unconnected molecules or ions with the total composition CH7NO2, with properties calculated with the ωB97M-V functional and the def2-TZVPD basis.

Each line ends with the Löwdin charge.
CARTESIAN COORDINATES (ANGSTROEM)
C -0.83 -1.69 0.91  -0.143
N 0.10 -1.77 1.77  0.002
H -0.91 -2.41 0.08  0.075
H -1.17 -0.70 0.51  0.039
H 0.92 -1.18 1.58  0.046
H -1.27 2.55 -1.27  0.046
H -1.32 1.05 -1.23  0.019
O -0.90 1.78 -1.71  -0.050
H 1.04 1.09 -0.29  -0.002
H 2.33 0.20 -0.07  0.025
O 2.01 1.08 -0.29  -0.056

Summary:
molar mass	65.07	g/mol
total charge	0
SMILES	C=N.O.O

***

Model b:
Below is 2 unconnected molecules or ions with the total composition CH7NO2, with properties calculated with the ωB97M-V functional and the def2-TZVPD basis.

Each line ends with the Löwdin charge.
CARTESIAN COORDINATES (ANGSTROEM)
N -0.52 -0.25 -0.29  0.008
C 0.72 -0.98 -0.50  -0.342
O 1.40 -0.65 -1.71  -0.066
H -0.39 0.69 -0.65  0.074
H -1.25 -0.64 -0.88  0.074
H 1.36 -0.80 0.36  0.109
H 0.46 -2.02 -0.60  0.115
H 1.61 0.29 -1.71  0.084
H -0.45 1.70 2.32  0.029
H -1.53 1.02 1.47  -0.008
O -1.41 1.65 2.19  -0.078

Summary:
molar mass	65.07	g/mol
total charge	0
SMILES	NCO.O

***

Which is the most stable structure? model b is the most stable.

***

Model a:
Below is 2 unconnected molecules or ions with the total composition BrH2O2PS, with properties calculated with the ωB97M-V functional and the def2-TZVPD basis.

Each line ends with the Löwdin charge.
CARTESIAN COORDINATES (ANGSTROEM)
O 2.77 -2.00 -2.68  -0.425
O 0.41 -0.79 0.42  -0.111
P 1.67 -2.66 -3.33  -0.111
S 0.77 -2.19 -4.98  0.242
Br 0.66 -4.17 -2.02  0.310
H 0.57 -0.12 1.15  0.070
H 0.35 -1.76 0.49  0.025

Summary:
molar mass	176.96	g/mol
total charge	0
SMILES	O=P(=S)Br.O

***

Model b:
Below is 2 unconnected molecules or ions with the total composition BrH2O2PS, with properties calculated with the ωB97M-V functional and the def2-TZVPD basis.

Each line ends with the Löwdin charge.
CARTESIAN COORDINATES (ANGSTROEM)
O 1.96 -1.28 -0.73  -0.206
O 2.54 0.02 1.37  -0.337
P 1.74 0.06 0.15  0.220
S 0.98 1.68 -0.64  0.254
Br -4.54 0.73 0.16  0.290
H 2.00 -1.23 -1.68  0.069
H -4.68 0.02 1.38  -0.290

Summary:
molar mass	176.96	g/mol
total charge	0
SMILES	O=P(O)=S.Br

***

Which is the most stable structure? model b is the most stable.

***

Model a:
Below is a single CH2O2S molecule, with properties calculated with the ωB97M-V functional and the def2-TZVPD basis.

Each line ends with the Löwdin charge.
CARTESIAN COORDINATES (ANGSTROEM)
C -0.20 -0.20 -0.37  -0.562
O -0.57 -0.10 1.03  -0.201
O 0.21 0.60 1.73  -0.074
S 1.44 0.43 -0.73  0.705
H -0.19 -1.26 -0.69  0.090
H -0.69 0.53 -0.95  0.042

Summary:
molar mass	78.09	g/mol
total charge	0

***

Model b:
Below is a molecular structure, CH2O2S, with properties calculated with the ωB97M-V functional and the def2-TZVPD basis.

Each line ends with the Löwdin charge.
CARTESIAN COORDINATES (ANGSTROEM)
C -0.69 -0.12 -0.65  -0.236
O 1.53 1.16 -1.45  -0.497
O 0.21 -0.93 -0.34  -0.260
S 0.73 0.01 -1.80  0.934
H -1.18 -0.03 1.86  0.013
H -0.60 -0.08 2.39  0.046

Summary:
molar mass	78.09	g/mol
total charge	0

***

Which is the most stable structure? model b is the most stable.